No. 1
C48H36N5OPPdSeSi | the ωB97M-V functional and the def2-TZVPD basis

Each line ends with the Mulliken charge.
Positions of all 94 atoms, in Å:
Pd (0.496814, 1.197653, 0.201611)  0.54
Se (-3.007501, -5.628274, -1.330902)  0.21
P (3.626607, 0.694650, -0.576873)  1.32
Si (-2.958769, 1.269015, 1.126751)  -0.88
O (-1.468443, 1.281033, 0.599409)  -0.26
N (-2.985866, -4.110771, -2.261535)  -0.92
N (0.542338, -0.912611, 0.511585)  1.26
N (-0.588119, 0.043258, -1.816129)  0.50
N (2.353269, 1.484433, -0.181204)  -0.56
N (-1.804492, -5.053754, -0.151600)  -0.92
C (7.077609, 3.654986, -1.200874)  -0.43
C (-2.978408, -2.521480, 2.857131)  -0.56
C (-4.422121, 2.391153, 3.320428)  -0.01
C (-2.428425, 4.161468, 4.069202)  -0.57
C (0.114685, -3.497675, 1.376811)  -0.66
C (-4.622914, 3.241604, 4.397856)  -0.76
C (-3.623270, 4.130289, 4.773124)  -0.43
C (4.739357, -2.363619, 2.690091)  -0.42
C (-4.147966, 1.751030, -0.257714)  0.18
C (4.257736, -1.916949, 0.375631)  -0.26
C (-4.957987, 1.279949, -2.500585)  -0.78
C (-4.122995, 0.992313, -1.432464)  0.39
C (-5.057312, -2.327573, 1.675932)  -0.69
C (-5.886821, 3.114333, -1.262656)  -0.67
C (-5.846483, 2.345670, -2.415507)  -0.64
C (-4.192639, -3.070845, 2.466139)  -0.54
C (4.189354, -0.551940, 0.639501)  0.32
C (4.669648, -1.002411, 2.964596)  -0.69
C (6.328284, 1.507017, -0.424786)  -0.37
C (-5.044712, 2.816380, -0.196164)  -0.43
C (3.505278, -1.601207, -4.565280)  -0.60
C (2.434179, -0.288155, -2.863221)  -0.58
C (-0.285167, -1.709243, -0.184463)  -0.53
C (-3.486900, -0.472061, 1.652269)  0.42
C (-1.830359, -1.967905, -2.136366)  1.05
C (7.355796, 2.414290, -0.648681)  -0.79
C (-3.228473, 2.411208, 2.593612)  0.16
C (4.392059, -0.104889, 1.946699)  -0.55
C (-2.062013, -0.162220, -3.681193)  -0.92
C (-1.141743, 0.542114, -2.905321)  -0.79
C (4.768037, -0.833650, -2.667558)  -0.11
C (-1.484061, -3.837087, -0.497922)  0.70
C (5.770164, 3.993982, -1.526957)  -0.65
C (2.370346, -0.981422, -4.065530)  -0.43
C (-0.531443, -3.016442, 0.240243)  0.89
C (-2.405181, -1.435594, -3.291089)  -0.77
C (-0.924728, -1.183696, -1.416551)  -0.69
C (-2.140368, -3.312888, -1.668202)  0.85
C (-4.706220, -1.042654, 1.279040)  -0.11
C (4.743462, 3.091335, -1.304675)  -0.51
C (5.019129, 1.840531, -0.754361)  0.61
C (1.153957, -1.374175, 1.595519)  -1.34
C (4.531371, -2.818904, 1.397190)  -0.73
C (-2.632899, -1.241295, 2.447889)  -0.31
C (4.706862, -1.520900, -3.868887)  -0.73
C (-2.237352, 3.308406, 2.989554)  -0.46
C (0.976262, -2.671872, 2.059010)  -0.94
C (3.625149, -0.222063, -2.153338)  0.02
H (-5.390600, -0.478549, 0.654413)  0.43
H (-2.494326, 0.294281, -4.560566)  0.52
H (5.551921, 4.965795, -1.950625)  0.40
H (3.716420, 3.347376, -1.532703)  0.37
H (-4.922974, 0.673311, -3.398567)  0.43
H (-1.646348, 4.851122, 4.362645)  0.38
H (-5.085169, 3.430567, 0.696795)  0.39
H (4.307737, 0.954091, 2.163781)  0.48
H (-4.463543, -4.071768, 2.779032)  0.42
H (1.565614, 0.216698, -2.459361)  0.33
H (1.498901, -3.001842, 2.945381)  0.52
H (-5.205413, 1.690715, 3.045967)  0.38
H (-1.301960, 3.334570, 2.441025)  0.34
H (1.436149, -1.031244, -4.612057)  0.44
H (4.825089, -0.643644, 3.973947)  0.39
H (-6.504951, 2.572818, -3.244879)  0.37
H (5.707965, -0.768084, -2.131022)  0.40
H (-0.087205, -4.509028, 1.703818)  0.60
H (-6.007830, -2.748362, 1.370704)  0.41
H (-3.436230, 0.154177, -1.506059)  0.49
H (8.372450, 2.152015, -0.385419)  0.40
H (4.080709, -2.285146, -0.626967)  0.34
H (-3.776159, 4.795305, 5.614114)  0.37
H (7.879446, 4.361352, -1.373956)  0.38
H (-2.303842, -3.093783, 3.483308)  0.44
H (6.550059, 0.541788, 0.014333)  0.36
H (-5.554921, 3.210000, 4.948834)  0.39
H (-6.574280, 3.948527, -1.193001)  0.41
H (-3.112991, -2.033909, -3.849499)  0.55
H (4.955325, -3.066645, 3.484562)  0.41
H (4.579182, -3.878819, 1.180040)  0.41
H (-0.849055, 1.551204, -3.171643)  0.60
H (3.461005, -2.142035, -5.502095)  0.39
H (-1.680661, -0.820764, 2.759768)  0.27
H (1.808976, -0.680872, 2.104815)  0.94
H (5.595912, -1.993096, -4.267096)  0.40

Cartesian forces (eV/Å) of the 2 atoms listed first:
Pd 0.2422 -0.2625 -0.0246
Se -0.0376 -0.0339 0.0058

* largest force on an atom: 0.4 eV Å⁻¹
* orbital gap: 6.69 eV
* LUMO energy: -0.84 eV
* total charge: 0
* relative energy (zero: lowest compared OMol25 entry of this formula, charge and spin): 1.072 eV

No. 2
C4H8NO2 | the ωB97M-V functional and the def2-TZVPD basis

Each line ends with the natural charge from an NBO analysis.
Positions of all 15 atoms, in Å:
O (3.189201, 0.558418, 0.210401)  -0.75
O (1.552048, -0.500408, -0.963472)  -0.82
N (-0.835703, -0.726672, 0.284447)  -0.67
C (-0.096490, 1.267490, 1.444734)  -0.53
C (2.742289, -0.190508, -0.660175)  0.65
C (-1.732917, -0.816788, -0.851634)  -0.40
C (-1.056226, 0.397903, 1.081036)  0.00
H (-1.536737, -0.013301, -1.577491)  0.17
H (-0.265550, 2.094499, 2.121840)  0.18
H (-2.778305, -0.735254, -0.523895)  0.16
H (-1.605756, -1.770000, -1.370634)  0.19
H (0.874638, 1.167168, 0.974399)  0.24
H (3.500268, -0.618128, -1.361876)  -0.01
H (-2.101352, 0.587765, 1.328202)  0.15
H (0.150591, -0.702184, -0.135882)  0.44

Cartesian forces (eV/Å) of the 2 atoms listed first:
O -0.1890 0.1016 0.4580
O 0.5128 0.0320 0.1656

* largest force on an atom: 1.2 eV Å⁻¹
* orbital gap: 8.15 eV
* LUMO energy: 4.14 eV
* total charge: -1
* relative energy (zero: lowest compared OMol25 entry of this formula, charge and spin): 1.227 eV

No. 3
C41H46BrF4NO3PSScSi | the ωB97M-V functional and the def2-TZVPD basis

Each line ends with the Mulliken charge.
Positions of all 100 atoms, in Å:
Br (-1.734772, -0.915996, 1.822244)  -0.31
Sc (-0.388886, -0.285423, -0.659286)  -0.11
S (1.902548, -0.323892, 1.815446)  0.81
P (-1.389167, 2.316089, 0.066368)  1.56
Si (-0.003495, -3.643688, -1.322617)  0.86
F (0.272551, 0.083696, 6.465968)  -0.35
F (0.424198, 2.759323, 6.043768)  -0.34
F (-0.725393, -1.531793, 4.530841)  -0.46
F (-0.420993, 3.833563, 3.754293)  -0.46
O (-0.274589, -2.197080, -0.596488)  -0.51
O (1.322892, 0.122213, 0.464733)  0.12
O (-2.788944, 2.899996, -2.271379)  -0.60
N (-0.498235, -0.097999, -2.712455)  2.16
C (1.071781, 3.512721, 0.587510)  0.36
C (1.625650, -2.979519, 2.338593)  0.40
C (-0.449999, 3.142130, -2.567199)  -1.30
C (1.468761, 5.880785, 0.625404)  -0.78
C (0.123782, 6.107130, 0.379635)  -0.95
C (-0.059261, 1.969396, 5.076308)  0.13
C (-0.488930, 2.477813, 3.862767)  -0.25
C (4.134595, 0.961808, 0.641124)  0.25
C (-0.137946, 0.603650, 5.302200)  0.95
C (-0.517097, -5.030400, -0.170775)  -1.23
C (4.804642, -0.237654, -0.016552)  -1.32
C (0.758279, -0.835552, -4.706773)  -0.13
C (-0.746412, 5.036114, 0.224778)  -0.53
C (-3.401962, 0.544007, -4.929664)  -0.90
C (-1.768346, -0.159150, -3.300735)  -0.51
C (-0.653936, -0.207392, 4.312910)  0.13
C (2.194389, -4.392085, 2.308857)  -1.69
C (-0.280611, 3.732700, 0.347094)  0.24
C (3.107361, -0.092119, -3.432543)  -0.74
C (3.171266, -0.666760, -4.693282)  -0.86
C (-2.095425, 0.521195, -4.477694)  -0.10
C (-0.973300, -3.788051, -2.915142)  -1.03
C (1.827641, -3.753735, -1.742052)  -0.81
C (2.523206, -2.005306, 1.582664)  -0.19
C (-5.392631, 2.052212, 0.598958)  -0.63
C (1.883386, 0.109944, -2.814669)  0.00
C (-4.618247, 3.678735, 2.187636)  -0.88
C (-0.978948, 1.709643, 2.827280)  0.72
C (3.409456, 0.667895, 1.946942)  -1.31
C (1.944857, 4.578857, 0.717044)  -0.42
C (-4.415682, -0.088631, -4.218206)  -0.69
C (-1.699191, 2.829294, -1.757859)  0.55
C (-5.655941, 2.949744, 1.621859)  -0.71
C (-1.051427, 0.381985, 3.124556)  -0.66
C (1.985230, -1.030906, -5.317903)  -0.88
C (-3.056989, 2.616013, 0.697461)  0.95
C (-2.789402, -0.813713, -2.604419)  -0.55
C (0.676345, -0.262265, -3.428642)  0.11
C (-3.320361, 3.508205, 1.732001)  -0.38
C (-4.103329, -0.763954, -3.050646)  -1.12
C (-4.096961, 1.883093, 0.132385)  -0.73
H (4.076100, -0.923996, -0.448796)  0.16
H (2.013473, -1.482184, -6.302154)  0.41
H (2.153918, -2.813570, -2.198885)  0.06
H (-0.147952, -1.140640, -5.213236)  0.42
H (2.998403, 4.400699, 0.898871)  0.44
H (4.121137, -0.817473, -5.187884)  0.42
H (-2.051071, -3.809669, -2.741924)  0.29
H (2.450090, -3.946513, -0.865109)  0.21
H (4.036424, 0.146660, 2.674815)  0.78
H (-6.197343, 1.479737, 0.155140)  0.46
H (3.065538, 1.592239, 2.416351)  0.41
H (-0.754378, -2.960571, -3.592333)  0.12
H (4.884132, 1.721624, 0.875852)  0.53
H (-0.250833, 7.119496, 0.300121)  0.42
H (-0.581451, 2.758493, -3.577487)  0.27
H (3.433809, 1.432221, -0.052041)  -0.19
H (-0.190544, -4.846698, 0.853907)  0.23
H (5.455510, 0.091221, -0.826295)  0.40
H (-1.603897, -5.138493, -0.154401)  0.36
H (-4.816593, 4.374171, 2.993094)  0.45
H (-4.877192, -1.273624, -2.489971)  0.51
H (-3.904196, 1.191096, -0.678776)  0.10
H (-5.436325, -0.053605, -4.574414)  0.42
H (0.460539, 2.735040, -2.127415)  0.00
H (2.146696, 6.716438, 0.741855)  0.39
H (1.549038, -5.077464, 2.857543)  0.44
H (-3.640311, 1.084337, -5.837087)  0.42
H (-0.700418, -4.717371, -3.423973)  0.50
H (-2.506224, 4.053532, 2.192607)  0.45
H (-2.545111, -1.412447, -1.727934)  0.88
H (1.882475, 0.598603, -1.843746)  0.07
H (3.550306, -2.035204, 1.950517)  0.81
H (2.283449, -4.766609, 1.288354)  0.28
H (-1.321117, 1.052155, -5.016451)  0.45
H (1.518637, -2.645006, 3.374017)  0.39
H (2.525173, -2.190630, 0.508243)  -0.85
H (-0.339213, 4.227959, -2.612729)  0.53
H (-1.793352, 5.217123, 0.009910)  0.48
H (2.034719, -4.551344, -2.459510)  0.52
H (-6.668665, 3.078736, 1.981710)  0.37
H (3.184722, -4.424926, 2.768195)  0.44
H (-0.095777, -5.987269, -0.489578)  0.35
H (5.421789, -0.790669, 0.695027)  0.35
H (4.013610, 0.218868, -2.928139)  0.43
H (1.426044, 2.495926, 0.674033)  -0.05
H (0.627124, -2.950781, 1.897358)  -0.21

Cartesian forces (eV/Å) of the 2 atoms listed first:
Br -0.1260 -0.0272 -0.1755
Sc 0.1126 -0.6987 0.5192

* largest force on an atom: 0.9 eV Å⁻¹
* orbital gap: 7.61 eV
* LUMO energy: 0.12 eV
* total charge: 0
* relative energy (zero: lowest compared OMol25 entry of this formula, charge and spin): 1.232 eV

Total energy per entry: -5359.98333 -362.47913 -6633.77824 hartree